No. 1
Density functional theory data (ωB97M-V/def2-TZVPD) for a structure of composition C37H43InN5O9 at a distorted geometry.

Geometry as XYZ:
```
95
Properties=species:S:1:pos:R:3:forces:R:3
C 1.714852 2.879954 0.803315 0.244 0.156 -0.556
N 1.123172 3.649289 -0.297957 0.249 -0.103 0.893
C 2.161800 4.543170 -0.863631 -0.298 -0.177 -0.263
In 3.649097 3.497179 -2.208029 -0.019 0.137 -0.012
C 5.140832 2.216450 -1.023133 -1.026 0.548 -0.288
O 5.145321 0.790578 -1.344370 0.387 0.125 0.084
C 3.994623 0.162040 -0.963008 0.623 0.423 0.254
C 3.047986 -0.064623 -1.920859 -0.197 -0.012 -1.060
C 1.833618 -0.654930 -1.639783 -0.358 0.008 -0.594
C 0.832711 -0.820429 -2.761512 0.417 0.089 0.200
C 1.602959 -1.036172 -0.344032 -0.892 -0.320 -0.059
C 2.558738 -0.828698 0.621874 -0.479 -0.373 0.868
C 3.767410 -0.230335 0.360468 0.786 0.158 0.380
C 4.789148 0.024193 1.466467 0.136 -0.091 0.191
C 4.423250 -0.686173 2.785202 -0.560 0.724 -0.395
C 6.250714 -0.245597 1.052455 -0.030 0.439 0.719
H 0.988121 2.189584 1.244679 0.133 0.048 -0.045
H 2.561026 2.327504 0.379725 -0.201 -0.211 0.194
H 2.145422 3.538975 1.585393 -0.155 -0.146 0.003
H 0.386425 4.191891 0.152504 0.016 0.159 -0.346
H 1.637282 5.249353 -1.522696 0.228 0.025 0.107
H 2.667338 5.118156 -0.061014 -0.101 0.031 -0.150
H 2.789139 2.557458 -3.451987 0.049 0.070 0.091
H 4.582371 4.817186 -3.009324 -0.005 -0.120 0.142
H 4.890269 2.339626 0.040013 0.350 0.013 -0.048
H 6.119008 2.651555 -1.239539 0.122 -0.504 0.135
H 3.242402 0.252530 -2.939647 0.154 0.090 0.149
H 1.397160 -1.115457 -3.652123 -0.349 -0.134 -0.012
H 0.071841 -1.561861 -2.505962 0.021 0.107 -0.182
H 0.364990 0.143323 -2.994863 -0.050 -0.148 0.098
H 0.650390 -1.489301 -0.075961 0.109 0.017 0.003
H 2.282059 -1.146433 1.622118 0.267 0.055 -0.016
H 4.732423 1.096373 1.708437 0.058 -0.124 -0.099
H 4.301144 -1.766146 2.661594 0.242 0.065 0.174
H 3.458444 -0.264546 3.094758 0.074 -0.318 0.173
H 5.127711 -0.411970 3.576521 0.119 -0.332 -0.166
H 6.616097 0.618422 0.496469 0.077 -0.421 -0.305
H 6.389707 -1.183656 0.510337 -0.078 0.186 -0.112
H 6.858901 -0.283971 1.970013 -0.087 -0.139 -0.124
C -4.598664 3.453713 -2.546095 0.027 -0.100 -0.056
C -4.170669 2.744539 -1.430781 0.151 0.080 -0.697
C -3.659552 1.466893 -1.579521 0.050 -0.043 0.245
C -3.580032 0.916138 -2.846902 -0.111 0.287 0.029
C -4.007653 1.607823 -3.967005 -0.033 0.000 -0.277
C -4.521025 2.885100 -3.811457 -0.030 0.032 0.164
N -3.015998 -0.429245 -3.007531 0.070 -0.025 0.025
O -2.669819 -1.022815 -2.007937 -0.060 -0.049 -0.041
O -2.923130 -0.875232 -4.138607 -0.058 -0.066 0.011
H -4.993520 4.455252 -2.428349 0.015 -0.013 0.002
H -4.227172 3.185002 -0.461000 0.137 0.099 0.082
H -3.325344 0.917260 -0.710875 0.085 -0.062 -0.100
H -3.944603 1.168033 -4.952034 0.073 -0.098 0.074
H -4.857084 3.439050 -4.677967 0.020 -0.040 -0.014
C -3.969442 -4.785231 -6.768246 -0.026 0.010 -0.016
C -4.771373 -4.863534 -7.900731 0.064 0.055 0.127
C -5.530975 -3.772377 -8.290044 -0.080 -0.153 -0.218
C -5.473266 -2.611218 -7.538267 0.182 -0.258 0.083
C -4.685115 -2.521530 -6.405055 0.049 0.218 0.208
C -3.929745 -3.617017 -6.019211 0.012 -0.161 -0.056
N -6.259573 -1.443366 -7.962202 -0.066 0.085 -0.021
O -6.957710 -1.561001 -8.952036 0.028 -0.007 0.045
O -6.166236 -0.427868 -7.302572 -0.011 -0.049 -0.022
H -3.372472 -5.637715 -6.469593 -0.011 0.013 0.000
H -4.801545 -5.775532 -8.482146 -0.021 0.025 -0.012
H -6.153742 -3.834390 -9.170672 -0.024 0.154 0.034
H -4.646268 -1.614375 -5.819154 -0.042 0.040 -0.102
H -3.307752 -3.555057 -5.136237 -0.014 0.089 -0.015
C -7.166321 1.577447 5.378859 -0.004 -0.001 0.001
C -5.781777 1.555423 5.275430 -0.150 0.013 -0.030
C -5.171363 1.850651 4.066874 0.242 -0.032 0.121
C -5.960566 2.168955 2.976096 -0.138 -0.075 0.270
C -7.341220 2.188465 3.061113 -0.250 0.042 -0.097
C -7.944986 1.889638 4.271964 0.122 -0.025 0.092
N -5.314032 2.505487 1.698800 -0.286 -0.036 0.018
O -4.101358 2.458153 1.660367 -0.077 0.029 -0.025
O -6.038427 2.812130 0.766474 0.060 -0.057 0.477
H -7.640307 1.351392 6.325658 0.008 -0.006 -0.017
H -5.177040 1.310571 6.138119 0.020 0.001 -0.032
H -4.093794 1.832982 3.987429 -0.034 0.047 -0.149
H -7.947561 2.433936 2.201230 0.147 0.019 -0.070
H -9.023512 1.903349 4.354013 0.012 0.005 -0.032
C 7.153148 -2.470265 5.557381 0.034 0.028 -0.038
C 6.508628 -1.719718 6.531508 0.049 -0.120 -0.057
C 5.813240 -2.353830 7.548593 -0.046 0.236 0.091
C 5.776986 -3.736960 7.577453 0.144 0.133 -0.202
C 6.408339 -4.498051 6.609519 0.081 -0.226 -0.113
C 7.099568 -3.857156 5.593774 -0.024 0.135 0.060
N 5.060783 -4.413642 8.668327 -0.068 -0.048 0.070
O 4.500297 -3.719057 9.493519 0.029 -0.026 -0.037
O 5.073605 -5.629215 8.685027 0.001 0.052 -0.008
H 7.699462 -1.972004 4.766584 -0.041 -0.006 -0.008
H 6.550412 -0.639369 6.499306 -0.033 -0.013 0.007
H 5.311928 -1.768787 8.305862 -0.037 -0.144 0.055
H 6.369669 -5.577296 6.638525 -0.086 0.030 0.132
H 7.599782 -4.439020 4.831508 -0.027 -0.013 0.012
```
Positions in Å, forces in eV/Å.

electronic energy = -2576.3341 a.u.
HOMO-LUMO gap = 4.6 eV
highest occupied orbital energy = -4.1 eV
max |F| = 0.0233 hartree/bohr
total charge = -1
LUMO = 0.0185 Ha

In elementary charge units, the Löwdin charges are: -0.181 -0.229 -0.387 0.473 -0.272 -0.180 -0.287 -0.006 -0.271 -0.043 -0.061 -0.062 -0.138 -0.350 -0.091 -0.060 0.069 0.039 0.069 0.070 0.012 0.017 -0.110 -0.139 0.023 0.027 0.099 0.078 0.063 0.084 0.108 0.096 0.126 0.083 0.070 0.061 0.063 0.087 0.062 -0.057 -0.068 0.014 -0.142 -0.005 -0.067 -0.338 0.077 0.052 0.107 0.063 0.118 0.115 0.106 -0.070 -0.074 -0.012 -0.145 0.003 -0.054 -0.354 0.067 0.076 0.106 0.104 0.115 0.102 0.108 -0.074 -0.064 0.002 -0.140 -0.003 -0.068 -0.323 0.086 0.072 0.106 0.109 0.123 0.119 0.107 -0.068 -0.064 -0.004 -0.151 -0.006 -0.063 -0.355 0.072 0.071 0.108 0.109 0.118 0.118 0.109

No. 2
Density functional theory data (ωB97M-V/def2-TZVPD) for a structure of composition C37H43N5O2P2ReS.

Geometry as XYZ:
```
91
Properties=species:S:1:pos:R:3:forces:R:3
Re 0.226241 0.519810 0.540524 0.105 0.256 0.331
C 1.737058 3.638744 3.352003 -0.079 -0.041 -0.003
N 1.423309 2.559849 2.380456 -0.204 0.015 -0.102
P 0.972544 0.967514 2.757044 0.155 0.130 -0.096
C -0.265697 1.020632 4.035981 0.050 0.034 -0.076
C -0.411304 -0.077617 4.892632 0.014 -0.118 -0.005
C -1.367463 -0.043679 5.893752 -0.002 -0.024 0.007
C -2.173564 1.079042 6.048079 -0.011 0.021 -0.002
C -2.033461 2.174445 5.198111 0.012 -0.008 -0.005
C -1.087242 2.148003 4.188931 -0.008 0.069 -0.034
C 2.317506 -0.052005 3.344274 -0.006 0.094 0.119
C 3.137577 0.447983 4.364400 0.037 0.004 -0.034
C 4.139641 -0.347992 4.895788 -0.017 -0.004 -0.014
C 4.307203 -1.652219 4.439512 0.036 0.018 0.041
C 3.476232 -2.160116 3.449704 -0.013 -0.050 -0.038
C 2.483299 -1.362576 2.898103 -0.003 -0.033 -0.060
P 0.829346 2.827286 0.804861 0.302 -0.077 0.114
C -0.461275 4.038839 0.751052 0.044 0.026 -0.082
C -0.095305 5.352160 0.425458 0.051 0.044 -0.032
C -1.055398 6.350179 0.438126 -0.038 0.022 -0.004
C -2.376504 6.042920 0.739172 0.013 -0.027 0.002
C -2.748830 4.732947 1.034726 -0.010 0.017 -0.010
C -1.795032 3.734189 1.045691 -0.050 -0.048 0.015
C 2.132486 3.316318 -0.314235 0.004 0.098 0.120
C 3.329948 3.855020 0.164345 0.043 -0.053 -0.066
C 4.261355 4.358858 -0.733151 -0.023 -0.016 -0.001
C 4.000908 4.322656 -2.097596 0.029 0.011 0.026
C 2.809140 3.783600 -2.574176 -0.002 0.006 -0.040
C 1.871241 3.285613 -1.687760 -0.070 0.023 -0.025
H 1.766076 3.224882 4.356695 -0.048 -0.005 0.016
H 0.957489 4.400818 3.322730 0.039 0.028 -0.024
H 2.698027 4.094724 3.135868 0.047 -0.010 -0.005
H 0.228209 -0.946698 4.792707 -0.004 0.019 0.009
H -1.473061 -0.884382 6.566626 0.002 0.009 -0.007
H -2.906980 1.108006 6.843704 0.001 -0.001 -0.003
H -2.650505 3.052139 5.339233 0.007 -0.004 -0.001
H -0.976230 3.010675 3.542473 0.005 -0.015 0.006
H 3.006219 1.448329 4.756438 -0.022 0.008 -0.012
H 4.776087 0.039981 5.680345 -0.009 -0.004 -0.007
H 5.074841 -2.279231 4.875449 -0.007 0.008 -0.006
H 3.586056 -3.186842 3.123462 0.001 0.013 0.015
H 1.828163 -1.780146 2.142795 -0.028 0.007 0.002
H 0.926108 5.599418 0.159999 -0.039 -0.023 0.027
H -0.774162 7.367009 0.199262 -0.005 -0.003 0.002
H -3.125348 6.824236 0.731162 0.004 -0.002 0.002
H -3.784145 4.499438 1.244387 0.007 0.009 -0.001
H -2.097201 2.716623 1.264408 -0.003 -0.030 0.042
H 3.544725 3.896589 1.221799 -0.014 -0.016 0.071
H 5.181002 4.795143 -0.365308 -0.012 0.001 -0.008
H 4.722859 4.729232 -2.794220 -0.006 -0.003 0.008
H 2.605566 3.776548 -3.636931 -0.003 -0.007 0.011
H 0.930106 2.903668 -2.069579 -0.016 -0.003 0.019
C 5.090084 -1.605723 -2.574661 -0.008 -0.006 0.036
N 3.801625 -1.655100 -1.841780 0.091 0.065 0.058
C 2.774644 -2.484920 -2.497333 -0.048 -0.028 0.009
C 3.617278 -0.946278 -0.757307 0.120 -0.043 0.354
S 1.826278 -0.444638 -0.550932 0.020 0.010 -0.404
N 4.539417 -0.595523 0.106875 -0.158 -0.117 -0.125
C 5.718651 -1.452925 0.359817 -0.013 0.014 -0.068
C 4.521398 0.637907 0.891956 0.074 -0.046 0.001
H 4.848889 -1.499428 -3.630834 0.004 -0.007 -0.004
H 5.645950 -2.530162 -2.426586 0.010 0.003 0.001
H 5.672725 -0.750247 -2.250823 0.020 0.018 0.016
H 3.285646 -3.336351 -2.941697 -0.012 -0.010 -0.009
H 2.285308 -1.914051 -3.286556 0.000 -0.025 -0.010
H 2.054726 -2.857720 -1.776078 -0.016 -0.001 -0.010
H 5.545525 -2.451288 -0.028337 0.013 -0.021 -0.012
H 5.843217 -1.502068 1.440470 0.009 -0.006 -0.006
H 6.612741 -1.018119 -0.084730 0.005 -0.019 -0.004
H 5.425887 1.199609 0.654003 -0.012 0.012 0.003
H 4.517992 0.389985 1.951998 0.016 0.014 -0.015
H 3.665438 1.244951 0.628111 -0.120 0.063 -0.006
O -2.820679 -3.805328 -4.255758 0.161 0.010 0.007
C -3.853802 -2.915467 -3.940589 -0.107 -0.005 -0.066
N -3.544225 -2.475492 -2.585027 0.232 -0.052 0.097
C -3.894469 -1.282302 -2.099874 0.020 -0.045 -0.020
O -4.537171 -0.422906 -2.656506 -0.048 0.075 -0.017
C -3.413342 -0.926939 -0.698737 0.086 0.014 -0.057
C -4.343944 -0.671925 0.312638 -0.021 0.004 -0.012
C -3.916339 -0.176799 1.540085 0.021 0.008 0.023
C -2.588726 0.124397 1.724328 0.008 -0.069 0.132
N -1.680498 -0.059553 0.728552 -0.298 -0.330 -0.030
C -2.098432 -0.622187 -0.453255 -0.021 0.133 -0.083
H -3.042453 -4.291517 -5.058644 -0.028 -0.033 0.039
H -4.830167 -3.403410 -3.954058 -0.037 0.021 -0.044
H -3.864511 -2.037093 -4.584967 -0.096 0.067 -0.022
H -3.058206 -3.154233 -2.018139 -0.095 -0.023 0.062
H -5.396529 -0.856791 0.127338 0.007 -0.006 0.000
H -4.615781 -0.008896 2.347885 0.009 0.001 0.002
H -2.209500 0.516055 2.657381 -0.012 0.033 0.010
H -1.337708 -0.772288 -1.218941 -0.031 -0.037 -0.035
```
Positions in Å, forces in eV/Å.

electronic energy = -3017.7209 a.u.
multiplicity = 2
HOMO-LUMO gap (spin up / spin down) = 4.6 / 4.5 eV
highest occupied orbital energy (spin up / spin down) = -18.2 / -18.2 eV
max |F| = 0.0087 hartree/bohr
total charge = +4
LUMO (spin up / spin down) = -0.5012 / -0.5065 Ha

In elementary charge units, the Löwdin charges are: 0.866 -0.065 -0.429 0.864 -0.365 -0.055 -0.018 -0.001 -0.024 -0.101 -0.390 -0.063 -0.021 -0.019 -0.051 -0.128 0.868 -0.352 -0.049 -0.013 0.003 -0.030 -0.103 -0.405 -0.091 -0.030 -0.012 -0.031 -0.096 0.087 0.096 0.084 0.117 0.133 0.135 0.130 0.090 0.109 0.133 0.133 0.126 0.080 0.118 0.134 0.136 0.127 0.073 0.097 0.130 0.132 0.129 0.114 0.033 -0.158 -0.021 -0.489 0.732 -0.137 0.030 0.001 0.121 0.120 0.105 0.121 0.114 0.079 0.109 0.106 0.118 0.127 0.087 0.041 -0.020 -0.212 0.116 -0.473 0.143 -0.062 0.113 0.040 -0.072 -0.160 -0.041 0.116 0.148 0.138 0.157 0.164 0.145 0.093 0.125